Model P:
ORCA calculation (ωB97M-V/def2-TZVPD) on C5H4Br2O2 in the gas phase.

The geometry in XYZ format:
```
13
Properties=species:S:1:pos:R:3:mulliken_charge:R:1
C 0.7200 -0.0457 -1.3951 -0.7839
C -0.4361 0.6348 -1.5674 0.0893
C -0.7802 0.6066 1.6153 -0.1357
C 0.8951 -0.7525 -0.1272 -0.2529
C -0.2499 -0.5327 0.8286 0.4163
O -0.2038 1.6172 1.9690 -0.4331
O -1.3272 0.5366 -0.6161 -0.5258
Br 2.4537 -0.0071 0.9633 -0.1306
Br -1.2437 -2.0589 0.9732 0.0154
H 1.6126 -0.0197 -1.9335 0.3972
H -0.8404 1.3099 -2.3178 0.4293
H -1.8011 0.5275 1.8283 0.4444
H 1.2011 -1.8161 -0.2205 0.4700
```

Output
Gap between HOMO and LUMO: 6.89 eV
E_HOMO: -8.74 eV



Model Q:
ORCA calculation (ωB97M-V/def2-TZVPD) on C5H4Br2O2 in the gas phase.

The geometry in XYZ format:
```
13
Properties=species:S:1:pos:R:3:mulliken_charge:R:1
C 0.7249 -0.4679 0.6773 -0.1454
C 0.8467 0.9670 0.4751 0.0261
C -1.2166 0.0756 1.9721 -0.1670
C -0.4317 -0.8347 -0.0499 -0.2561
C -1.5277 -0.1639 0.6916 -0.1613
O 0.1598 -0.3889 2.0183 -0.4138
O 0.0744 1.5283 -0.1360 -0.3333
Br -0.7319 -2.8017 -0.3344 -0.1618
Br -3.0634 0.3534 -0.1437 -0.0739
H 1.6607 -1.0173 0.5891 0.4584
H 1.3709 1.3337 1.3198 0.3735
H -1.7518 0.6794 2.6858 0.4535
H -0.4547 -0.5795 -1.1288 0.4010
```

Output
Structure (SMILES): O=C[C@H]1OC=C(Br)[C@@H]1Br
Gap between HOMO and LUMO: 9.40 eV
E_HOMO: -9.07 eV



Tell me which of them is the most stable. Sure, it is model Q.



Model P:
ORCA calculation (ωB97M-V/def2-TZVPD) on C3H3N2OP in the gas phase.

The geometry in XYZ format:
```
10
Properties=species:S:1:pos:R:3:mulliken_charge:R:1
C 1.1520 -0.1340 -0.0430 -0.2799
C 0.4682 -1.3162 -0.0349 -0.2817
C 0.5211 1.0454 -0.0143 0.0027
N -0.7599 1.2882 0.0426 -0.6170
N -1.6100 0.3089 -0.0080 0.7747
O -2.8734 0.5700 -0.0568 -0.6437
P -1.3254 -1.3487 -0.0122 -0.0527
H 2.2942 -0.1196 -0.1360 0.2453
H 1.0120 -2.1566 0.2705 0.3982
H 1.1211 1.8626 -0.0081 0.4541
```

Output
Structure (SMILES): [O-][n+]1ncccp1
Gap between HOMO and LUMO (alpha / beta): 8.09 / 8.10 eV
E_HOMO (alpha / beta): -8.88 / -8.88 eV



Model Q:
ORCA calculation (ωB97M-V/def2-TZVPD) on C3H3N2OP in the gas phase.

The geometry in XYZ format:
```
10
Properties=species:S:1:pos:R:3:mulliken_charge:R:1
C -0.9025 1.6822 -1.1083 0.3262
C -1.4208 -0.2260 0.7614 0.1981
C 1.2538 -0.7512 0.0875 -0.5894
N -1.4993 1.9363 -2.0606 -0.3180
N -2.0790 -1.0766 1.1476 -0.3366
O 1.1020 0.6255 0.3463 -0.2674
P -0.3283 1.3172 0.5497 0.1933
H 1.1608 -1.1496 -0.9531 0.2687
H 0.4568 -1.2359 0.7873 0.2782
H 2.2565 -1.1220 0.4422 0.2470
```

Output
Structure (SMILES): COP(C#N)C#N
Gap between HOMO and LUMO: 10.62 eV
E_HOMO: -11.05 eV



Tell me which of them is the most stable. Sure, it is model Q.



Model P:
ORCA calculation (ωB97M-V/def2-TZVPD) on a molecular structure, CH5O3PS.

The geometry in XYZ format:
```
11
Properties=species:S:1:pos:R:3:mulliken_charge:R:1
C -0.1400 1.1540 -0.0136 -0.6266
O -0.0612 -1.7888 -0.4559 -0.6458
O 1.6377 0.4263 1.8095 -0.5635
O 1.0983 0.8585 -0.5668 -0.1762
P 2.1148 0.3044 0.4432 0.8222
S 3.8459 -0.1110 -0.3326 -0.3095
H -0.3734 0.7280 0.9887 0.3132
H -0.9084 0.6526 -0.6374 0.2514
H -0.4514 2.2561 -0.0674 0.2739
H 0.4459 -2.2104 -1.1220 0.3165
H 0.1567 -2.4364 0.3228 0.3444
```

Output
Gap between HOMO and LUMO: 9.82 eV
E_HOMO: -9.88 eV



Model Q:
ORCA calculation (ωB97M-V/def2-TZVPD) on CH5O3PS in the gas phase.

The geometry in XYZ format:
```
11
Properties=species:S:1:pos:R:3:mulliken_charge:R:1
C -0.0596 1.7332 -0.4100 -0.7156
O 0.1289 -1.7175 1.4105 -0.5131
O 1.0286 -1.5893 -0.7314 -0.4870
O 0.2320 0.6059 0.4290 -0.2524
P -0.2079 -0.9045 0.0523 0.7908
S -1.8982 -0.9209 -0.9106 -0.3977
H 0.6887 1.9577 -1.1852 0.2829
H -0.0627 2.6119 0.1225 0.2881
H -1.1054 1.7535 -0.8702 0.3027
H -0.4589 -1.8533 2.1358 0.3250
H 1.7146 -1.6767 -0.0426 0.3765
```

Output
Structure (SMILES): COP(O)(O)=S
Gap between HOMO and LUMO: 9.67 eV
E_HOMO: -9.25 eV



Tell me which of them is the most stable. Sure, it is model Q.



Model P:
ORCA calculation (ωB97M-V/def2-TZVPD) on a gas-phase ion, CHFNO3S (charge -1).

The geometry in XYZ format:
```
8
Properties=species:S:1:pos:R:3:mulliken_charge:R:1
C -0.3079 -1.0261 -0.6164 0.4254
N -0.9309 -0.4327 0.2427 -0.5457
O 1.2593 -1.2681 -2.7158 -0.6538
O 1.6486 -2.5467 -0.6290 -0.6443
O 2.0389 -0.1597 -0.8128 -0.6597
F -1.1417 -2.2416 -1.0139 -0.3312
S 1.3031 -1.2816 -1.2712 1.1224
H -0.5652 0.3946 0.7859 0.2868
```

Output
Structure (SMILES): [H]/N=C(/F)S(=O)(=O)[O-]
Charge: -1
Gap between HOMO and LUMO: 9.49 eV
E_HOMO: -5.39 eV



Model Q:
ORCA calculation (ωB97M-V/def2-TZVPD) on 2 unconnected molecules or ions with the total composition CHFNO3S.

The geometry in XYZ format:
```
8
Properties=species:S:1:pos:R:3:mulliken_charge:R:1
C 1.4392 0.9163 -0.3911 0.0603
N -0.7617 0.8737 -0.2320 -0.4045
O 2.1975 -1.5435 -0.4115 -0.5975
O 2.6827 -0.0789 1.5442 -0.6241
O 3.8642 0.1609 -0.7135 -0.6191
F 1.9063 2.0266 0.0762 -0.1252
S 2.7336 -0.3431 0.0679 1.0959
H -0.7024 0.0153 -0.8106 0.2142
```

Output
Charge: -1
Gap between HOMO and LUMO (alpha / beta): 8.98 / 7.68 eV
E_HOMO (alpha / beta): -5.88 / -4.25 eV



Tell me which of them is the most stable. Sure, it is model P.



Model P:
ORCA calculation (ωB97M-V/def2-TZVPD) on C5H15N2 in the gas phase.

The geometry in XYZ format:
```
22
Properties=species:S:1:pos:R:3:lowdin_spin:R:1
C 2.2993 0.2762 -0.0876 0.0013
C 1.2329 -0.7344 -0.4800 0.0111
C -0.0962 -0.0481 -0.7970 0.0408
C -0.8150 0.6656 0.3581 0.0278
C -1.7298 -0.1602 1.2428 0.1139
N -2.6497 -1.0473 0.4964 0.2367
N 2.5384 1.2382 -1.1817 0.0010
H 3.2424 -0.2720 0.0442 0.0003
H 2.1130 0.6974 0.9125 0.0003
H 1.1223 -1.4114 0.3777 0.0082
H 1.4984 -1.2324 -1.4040 0.0015
H 0.0538 0.7105 -1.5733 0.0024
H -0.7660 -0.7636 -1.2695 0.0387
H -1.3507 1.5191 -0.0649 0.0105
H -0.0689 1.1377 1.0087 0.0016
H -2.3871 0.4749 1.8219 0.0327
H -1.1270 -0.8027 1.8850 0.0306
H -3.3358 -1.5685 1.1083 0.1688
H -2.0991 -1.8054 0.0268 0.1333
H -3.1174 -0.5660 -0.3137 0.1383
H 3.4730 1.6223 -1.0659 0.0001
H 1.9693 2.0699 -1.0446 0.0003
```

Output
<S²>: 0.7505
Gap between HOMO and LUMO (alpha / beta): 4.48 / 10.63 eV
2S+1: 2
E_HOMO (alpha / beta): -3.64 / -9.90 eV



Model Q:
ORCA calculation (ωB97M-V/def2-TZVPD) on C5H15N2 in the gas phase.

The geometry in XYZ format:
```
22
Properties=species:S:1:pos:R:3:lowdin_spin:R:1
N -1.1369 -1.3079 0.6867 0.2184
C -0.7049 -0.8301 -0.6911 0.0989
C -0.3935 -2.0616 -1.5649 0.0584
C 0.5520 0.0142 -0.4958 0.0250
N 0.4364 0.9292 0.6318 0.0136
C 1.7215 1.2797 1.2021 0.0119
C -0.4004 2.0678 0.3303 0.0261
H -0.7851 -0.6238 1.3626 0.0729
H -2.2006 -1.3293 0.7544 0.2143
H -0.7292 -2.2273 0.9633 0.1267
H -1.5814 -0.2876 -1.0251 0.0452
H 0.5595 -1.8798 -2.0529 0.0005
H -0.6850 -2.9792 -1.0730 0.0302
H -1.1202 -2.1492 -2.3887 0.0114
H 1.3896 -0.6293 -0.2436 0.0106
H 0.7399 0.5529 -1.4342 0.0020
H 2.1977 2.1291 0.6891 0.0000
H 1.5214 1.6792 2.2015 0.0026
H 2.4164 0.4503 1.3022 0.0042
H -0.4166 2.7201 1.2012 0.0026
H -1.4185 1.7700 0.0938 0.0244
H 0.0381 2.7126 -0.4497 0.0001
```

Output
<S²>: 0.7506
Gap between HOMO and LUMO (alpha / beta): 4.10 / 10.00 eV
2S+1: 2
E_HOMO (alpha / beta): -3.18 / -9.27 eV



Tell me which of them is the most stable. Sure, it is model P.



Model P:
ORCA calculation (ωB97M-V/def2-TZVPD) on 2 unconnected molecules or ions with the total composition C6H16O3.

The geometry in XYZ format:
```
25
Properties=species:S:1:pos:R:3:mulliken_charge:R:1
C 0.4817 0.9573 0.3045 1.4475
C -0.9177 1.4849 -0.0687 -0.7043
C 1.5552 1.7471 -0.4486 -1.7721
C 0.7401 0.9994 1.8071 -1.8062
C -2.0902 0.7535 0.5828 -1.0906
O 0.5913 -0.4364 -0.0629 -0.6146
H 0.4257 -0.5517 -1.0179 0.4198
H -0.9591 2.5497 0.1801 0.4105
H -1.0145 1.4216 -1.1580 0.3861
H 1.3936 1.6845 -1.5276 0.4033
H 2.5439 1.3430 -0.2264 0.3966
H 1.5365 2.8014 -0.1644 0.4044
H 0.0366 0.3619 2.3427 0.4061
H 0.6411 2.0185 2.1852 0.3722
H 1.7492 0.6448 2.0220 0.4311
H -3.0384 1.1214 0.1867 0.3963
H -2.1096 0.8950 1.6648 0.3004
H -2.0433 -0.3186 0.3854 0.1562
C 0.4679 -3.0496 -1.3836 -0.0167
O -0.5334 -2.8938 -0.1259 -0.5712
O -0.1751 -2.1723 -2.1527 -0.7629
H -0.9650 -2.3275 -1.0581 0.4249
H -0.1596 -2.1333 0.3763 0.5149
H 1.4680 -2.7868 -1.0157 0.1919
H 0.3751 -4.1142 -1.6272 0.2764
```

Output
Gap between HOMO and LUMO: 10.47 eV
E_HOMO: -9.69 eV



Model Q:
ORCA calculation (ωB97M-V/def2-TZVPD) on 3 unconnected molecules or ions with the total composition C6H16O3.

The geometry in XYZ format:
```
25
Properties=species:S:1:pos:R:3:mulliken_charge:R:1
C -1.7020 -0.5481 -1.9733 -0.5735
O -0.9101 -1.7564 -1.8367 -0.4823
C -1.6677 0.4545 -0.8422 -0.5586
C -0.7734 -0.0833 0.3092 -0.2947
C -0.3640 1.0243 1.1252 0.7623
C -1.1759 1.7220 1.9826 -1.1674
C 1.0132 1.4964 0.7569 -1.2433
H -1.1921 0.1142 -2.8379 0.1835
H -2.6112 -0.7732 -2.5464 0.4032
H -1.3975 -2.2860 -1.2779 0.2943
H -2.7662 0.7019 -0.5620 0.2972
H -1.4066 1.4810 -1.0945 0.4677
H 0.0863 -0.5044 -0.1588 0.1678
H -1.2845 -0.9254 0.9575 0.2586
H -2.1653 1.5857 2.3872 0.3225
H -0.7355 2.6045 2.4668 0.2865
H 1.8680 0.9323 1.1585 0.1997
H 1.0941 1.2680 -0.3553 0.3141
H 1.1804 2.5839 0.8300 0.3860
H 3.1890 -2.1323 -1.2774 0.2792
H 1.7255 -2.0668 -1.4418 0.2944
O 2.5350 -1.5350 -1.2771 -0.5827
H 2.4559 -0.8696 1.1182 0.3200
H 2.2508 -1.6743 2.3296 0.3320
O 2.7537 -0.8139 2.0597 -0.6665
```

Output
Structure (SMILES): C=C(C)CCCO.O.O
Gap between HOMO and LUMO: 9.28 eV
E_HOMO: -8.84 eV



Tell me which of them is the most stable. Sure, it is model P.



Model P:
ORCA calculation (ωB97M-V/def2-TZVPD) on 2 unconnected molecules or ions with the total composition C4H5N.

The geometry in XYZ format:
```
10
Properties=species:S:1:pos:R:3:mulliken_charge:R:1
C 2.0896 -0.5823 -1.3607 -0.0842
C 1.2912 -0.0925 -0.6437 -0.5588
C -1.2851 0.0674 0.3302 0.0954
C -0.0505 0.9316 0.8284 -0.4878
N -1.3898 -1.0591 0.8241 -0.5096
H 2.8298 -0.6621 -2.1334 0.3504
H -1.8386 0.6897 -0.4535 0.2910
H -0.0643 1.9222 0.4155 0.3160
H 0.4801 0.5892 1.6646 0.3356
H -2.0623 -1.8040 0.5285 0.2521
```

Output
Gap between HOMO and LUMO: 9.45 eV
E_HOMO: -9.89 eV



Model Q:
ORCA calculation (ωB97M-V/def2-TZVPD) on C4H5N in the gas phase.

The geometry in XYZ format:
```
10
Properties=species:S:1:pos:R:3:mulliken_charge:R:1
C -1.7553 -0.2592 -0.3190 -0.7462
C -0.5467 -0.3849 0.3218 0.0786
C 0.6613 0.5506 0.1743 -0.5149
C 2.0216 -0.0325 -0.0540 0.2013
H -1.9263 0.4551 -1.0941 0.2890
H -2.4340 -1.0104 -0.0402 0.2600
H -0.4468 -1.3299 0.9683 0.2307
H 0.9152 1.4026 0.9002 0.2701
H 0.4898 1.1798 -0.6163 0.2994
N 3.0212 -0.5711 -0.2411 -0.3680
```

Output
Structure (SMILES): C=CCC#N
Gap between HOMO and LUMO: 11.22 eV
E_HOMO: -10.37 eV



Tell me which of them is the most stable. Sure, it is model Q.



Model P:
ORCA calculation (ωB97M-V/def2-TZVPD) on C4H5N in the gas phase.

The geometry in XYZ format:
```
10
Properties=species:S:1:pos:R:3:mulliken_charge:R:1
N 2.4931 0.0633 0.2810 -0.4543
C -1.3556 0.5931 -0.1692 -0.6567
C -1.9428 -0.6299 0.0165 -0.5130
C 1.1797 -0.0809 -0.1531 0.5988
C -0.0244 0.2319 -0.0831 -0.1872
H 3.2189 -0.0925 -0.4023 0.2315
H 2.7019 0.7323 1.0114 0.2026
H -1.7427 1.3793 -0.8072 0.2646
H -1.6783 -1.2983 0.8269 0.2603
H -2.8499 -0.8984 -0.5209 0.2535
```

Output
Structure (SMILES): C=CC#CN
Gap between HOMO and LUMO: 8.57 eV
E_HOMO: -8.01 eV



Model Q:
ORCA calculation (ωB97M-V/def2-TZVPD) on C4H5N in the gas phase.

The geometry in XYZ format:
```
10
Properties=species:S:1:pos:R:3:mulliken_charge:R:1
N -0.6830 -0.8981 -0.0495 -0.0064
C -1.0239 0.3038 0.5004 -0.4426
C 0.0338 1.1679 0.2997 -0.3933
C 1.0657 0.4185 -0.3385 -0.3486
C 0.5925 -0.8562 -0.5345 -0.4351
H -1.3368 -1.6572 -0.1202 0.1940
H -1.8708 0.3045 1.1690 0.3344
H 0.1078 2.2138 0.5801 0.3649
H 2.0606 0.7604 -0.5953 0.3690
H 1.0541 -1.7575 -0.9111 0.3636
```

Output
Structure (SMILES): c1cc[nH]c1
Gap between HOMO and LUMO: 9.37 eV
E_HOMO: -8.29 eV



Tell me which of them is the most stable. Sure, it is model Q.